Record 1
The following is a DFT calculation (ωB97M-V/def2-TZVPD) of 2 unconnected molecules or ions with the total composition C4H5FN2O5S in a non-equilibrium geometry.

```
18
Properties=species:S:1:pos:R:3
C -1.4540 -0.8091 0.2039
C -2.6349 -0.3563 1.0133
C 2.2554 1.5656 -1.1994
C 1.3058 1.7761 -0.2502
N 0.5866 -2.1132 -1.5699
N 1.1738 1.1355 1.0132
O -0.7280 -0.1907 -0.4935
O 0.3260 -2.7113 -0.2458
O 1.7362 -1.9970 -1.7072
O 1.9314 0.2414 1.3406
O 0.1385 1.3763 1.6193
F 0.5483 2.8582 -0.3464
S -1.2231 -2.6103 0.2186
H -3.4878 -1.1131 0.8729
H -3.2610 0.4420 0.7545
H -2.2771 -0.3915 2.1280
H 2.1344 2.1638 -2.0853
H 2.9295 0.7334 -1.2667
```

Output
Spin multiplicity: 1
ΔE to the lowest compared entry with this formula, charge and spin in eV: 1.6667
SMILES: C=C(F)[N+](=O)[O-].CC(=O)SON=O
Calculated total energy in eV: -30991.4854
Orbital gap in eV: 8.596
Net charge: 0

***

Record 2
The following is a DFT calculation (ωB97M-V/def2-TZVPD) of a molecular structure, C40H29N4O2PtS3Se in a non-equilibrium geometry.

```
80
Properties=species:S:1:pos:R:3
Pt -2.3874 -0.2980 -0.3458
C 2.9030 -6.1655 3.2287
C 2.0600 -5.1651 2.5433
C 0.8412 -4.7443 3.1027
C 0.0439 -3.8239 2.4528
C 0.4723 -3.2813 1.2465
C 1.6600 -3.6958 0.6593
C 2.4570 -4.6120 1.3147
S -0.5930 -2.1359 0.3165
O 0.0669 -1.9130 -0.9702
C -0.2997 -0.5940 1.2706
C -0.9366 -0.4994 2.5249
C -0.6553 0.5433 3.3652
C 0.2510 1.5573 2.9808
C 0.5410 2.6430 3.8327
C 1.4331 3.6168 3.4494
C 2.0535 3.5440 2.1949
C 1.7984 2.4993 1.3410
C 0.9008 1.4686 1.7153
C 0.6286 0.3585 0.8590
C 1.4540 0.2119 -0.3550
C 2.7950 -0.2490 -0.1995
C 3.2973 -0.6773 1.0481
C 4.5909 -1.1362 1.1665
C 5.4297 -1.1941 0.0514
C 4.9655 -0.7992 -1.1832
C 3.6437 -0.3228 -1.3411
C 3.1502 0.0709 -2.5995
C 1.8477 0.4961 -2.7382
C 1.0238 0.5771 -1.6211
S -0.7225 0.9967 -1.9466
O -0.9754 0.5081 -3.2946
C -0.7396 2.8005 -2.0477
C -0.9370 3.4299 -3.2720
C -1.0476 4.8054 -3.3121
C -0.9936 5.5708 -2.1358
C -1.1966 7.0329 -2.1672
C -0.7825 4.9075 -0.9145
C -0.6809 3.5346 -0.8662
H 2.3045 -6.8950 3.7707
H 3.5260 -5.6758 3.9841
H 3.5792 -6.6683 2.5423
H 0.5125 -5.1692 4.0402
H -0.9034 -3.5373 2.8793
H 1.9429 -3.2900 -0.2991
H 3.3867 -4.9284 0.8638
H -1.6207 -1.2760 2.8318
H -1.1157 0.6054 4.3393
H 0.0517 2.6932 4.7936
H 1.6633 4.4335 4.1169
H 2.7409 4.3221 1.9017
H 2.2795 2.4646 0.3732
H 2.6623 -0.6436 1.9211
H 4.9610 -1.4485 2.1301
H 6.4437 -1.5442 0.1660
H 5.6161 -0.8463 -2.0430
H 3.7990 0.0172 -3.4602
H 1.4426 0.7523 -3.7040
H -1.0068 2.8370 -4.1703
H -1.1845 5.2997 -4.2627
H -0.9368 7.4579 -3.1329
H -0.6442 7.5363 -1.3763
H -2.2527 7.2691 -1.9966
H -0.7160 5.4839 -0.0040
H -0.5651 3.0269 0.0786
S -3.2407 1.5411 0.7671
C -4.7192 0.8439 1.0842
N -5.7593 0.4117 1.3135
Se -2.1066 -1.8648 -3.9522
N -3.6951 -2.4054 -4.3319
C -4.5205 -2.3006 -3.3003
C -5.8953 -2.5774 -3.1715
C -6.4859 -2.2997 -1.9633
C -5.7544 -1.7485 -0.8899
N -4.4707 -1.4865 -0.9858
C -3.8656 -1.7691 -2.1402
N -2.5735 -1.4902 -2.2959
H -6.4552 -2.9737 -4.0061
H -7.5338 -2.5022 -1.8102
H -6.2511 -1.5213 0.0448
```

Output
Spin multiplicity: 5
ΔE to the lowest compared entry with this formula, charge and spin in eV: 1.6483
Calculated total energy in eV: -153073.2540
Expectation value of S²: 6.068
Orbital gap (alpha / beta) in eV: 7.378 / 4.100
Net charge: +3

***

Record 3
The following is a DFT calculation (ωB97M-V/def2-TZVPD) of 2 unconnected molecules or ions with the total composition C8H7NO in a non-equilibrium geometry.

```
17
Properties=species:S:1:pos:R:3
C 0.2126 1.5378 -0.7993
C -0.6761 1.0093 -1.4045
C -1.7200 0.4003 -2.1164
C -2.6106 -0.1185 -2.7245
C 1.0776 -1.0534 0.0578
C -0.1368 -1.1841 0.9832
C -0.0241 0.0159 1.8880
C 1.0639 0.7042 1.5382
H 0.9536 1.9874 -0.2927
H -3.4348 -0.5928 -3.3153
H -0.0915 -2.1461 1.5089
H -1.0547 -1.2016 0.3836
H -0.7115 0.2719 2.6874
H 1.4444 1.6271 1.9641
H 2.5618 0.4290 0.0231
N 1.7271 0.0963 0.4629
O 1.4191 -1.7827 -0.8445
```

Output
Spin multiplicity: 1
ΔE to the lowest compared entry with this formula, charge and spin in eV: 3.8407
SMILES: O=C1CC=CN1.C#CC#C
Calculated total energy in eV: -11942.3391
Orbital gap in eV: 9.397
Net charge: 0

***

Record 4
The following is a DFT calculation (ωB97M-V/def2-TZVPD) of a molecular structure, C25H13AsF6IrN5O10S4 in a non-equilibrium geometry.

```
65
Properties=species:S:1:pos:R:3
Ir -0.2505 0.0001 -0.6207
O 0.6894 -2.3053 2.8470
As -0.4534 -0.9637 2.7557
O -0.3973 -0.2293 4.2067
O 0.6304 -0.0746 1.4662
C -2.0066 -2.0458 2.3970
C -2.0297 -3.3435 2.8864
C -3.2191 -4.0554 2.8165
C -4.3591 -3.4855 2.2624
C -4.3224 -2.1992 1.7485
C -3.1343 -1.4912 1.8199
S -2.9611 0.0992 1.1074
O -1.7672 0.6148 1.8358
O -4.1587 0.8606 1.3113
O -2.6197 -0.1617 -0.2998
H 1.2278 -2.1588 3.6340
H -1.1336 -3.7852 3.2952
H -3.2555 -5.0652 3.2045
H -5.2825 -4.0497 2.2318
H -5.1929 -1.7366 1.3030
S 0.2877 4.3899 0.0563
C -0.9122 4.1245 -1.1478
C -1.6143 5.0745 -1.8919
C -2.5545 4.6176 -2.7848
C -2.8014 3.2458 -2.9268
C -2.1038 2.3112 -2.1942
C -1.1324 2.7666 -1.3063
N -0.2863 1.9775 -0.4809
C 0.4613 2.6867 0.2957
C 1.3691 2.2352 1.3884
C 2.2370 3.1916 1.9214
C 3.0865 2.9227 2.9723
C 3.0904 1.6479 3.5191
C 2.2532 0.6870 3.0047
C 1.3874 0.9683 1.9467
H -1.4277 6.1320 -1.7615
H -3.1195 5.3284 -3.3739
H -3.5552 2.9097 -3.6259
H -2.3076 1.2584 -2.2843
H 2.2562 4.1851 1.4920
H 3.7384 3.6964 3.3541
H 3.7491 1.4007 4.3416
H 2.2647 -0.3139 3.4029
F 5.5191 -1.6378 -0.0969
C 4.4491 -0.9563 0.2938
F 4.7306 0.3436 0.2597
F 4.1684 -1.2916 1.5509
S 3.0320 -1.2848 -0.8595
O 2.2747 -0.0480 -0.8616
O 3.6189 -1.7018 -2.0952
N 2.3419 -2.4480 -0.0534
S 0.9630 -3.1159 -0.2959
O 0.8525 -4.3339 0.4361
O -0.1847 -2.1817 -0.1213
C 0.8419 -3.6125 -2.0667
F 1.8871 -4.3598 -2.3885
F 0.7879 -2.5510 -2.8578
F -0.2747 -4.3238 -2.2099
N -0.2849 0.0817 -2.6041
C 0.1928 0.1399 -3.6584
C 0.6912 0.2230 -4.9490
C 0.9923 1.5012 -5.4942
N 1.2369 2.5410 -5.9325
C 0.8392 -0.9520 -5.7363
N 0.9550 -1.8992 -6.3853
```

Output
Spin multiplicity: 2
ΔE to the lowest compared entry with this formula, charge and spin in eV: 0.6813
Calculated total energy in eV: -177385.3419
Expectation value of S²: 0.752
Orbital gap (alpha / beta) in eV: 6.899 / 6.823
Net charge: -1

***

Record 5
The following is a DFT calculation (ωB97M-V/def2-TZVPD) of C3H4O3S in the gas phase in a non-equilibrium geometry.

```
11
Properties=species:S:1:pos:R:3
C -0.3059 -0.2289 0.8259
C -0.3039 0.7336 -0.2828
C 0.7365 0.5021 -1.2982
H 1.4739 -0.4077 0.6072
H -1.2826 0.6312 -0.7672
H -0.1447 1.7807 0.0682
H -0.2041 1.6169 -2.6237
O 0.8336 -0.5764 1.3442
O 0.6377 1.2079 -2.4495
O 1.6967 -0.2615 -1.1279
S -1.6217 -0.7889 1.5695
```

Output
Spin multiplicity: 1
ΔE to the lowest compared entry with this formula, charge and spin in eV: 1.1212
SMILES: O=C(O)CC(O)=S
Calculated total energy in eV: -20153.2530
Orbital gap in eV: 8.877
Net charge: 0

***

Record 6
The following is a DFT calculation (ωB97M-V/def2-TZVPD) of 5 unconnected molecules or ions with the total composition C2H13NO4 in a non-equilibrium geometry.

```
20
Properties=species:S:1:pos:R:3
C 0.2950 -0.4761 -1.9363
C 0.6826 1.3348 -0.5410
N -0.1570 0.4488 -0.8296
H -0.5855 -1.0858 -2.1334
H 1.1507 -0.9716 -1.5307
H 0.4772 0.1326 -2.8146
H 0.5895 1.9899 0.3192
H 1.4915 1.5423 -1.2586
H -3.3792 1.5411 2.4618
H -3.0726 0.2402 3.1386
O -3.2754 0.6017 2.2635
H 2.4273 -1.6383 2.3040
H 1.5285 -1.1356 1.2047
O 1.7033 -1.0232 2.1461
H -2.8771 0.7529 -1.0151
H -3.5549 0.4374 0.3016
O -3.6391 0.2904 -0.6515
H 3.8750 -0.1473 -1.4503
H 4.9279 -1.2356 -1.4697
O 4.2343 -0.8631 -0.9151
```

Output
Spin multiplicity: 1
ΔE to the lowest compared entry with this formula, charge and spin in eV: 1.8079
SMILES: C=NC.O.O.O.O
Calculated total energy in eV: -11963.6586
Orbital gap in eV: 10.302
Net charge: 0